Entry 1:
Here is 9 unconnected molecules or ions with the total composition C30H60Cl6O18 at a distorted geometry from the OMol25 dataset. Energies are from ωB97M-V with the def2-TZVPD basis set.

Positions of all 114 atoms, in Å:
Cl (3.800, -3.931, 1.096)
Cl (1.315, -0.967, -1.216)
Cl (0.715, -0.183, 2.004)
Cl (2.702, -2.380, 3.865)
Cl (-3.904, 0.780, -1.594)
Cl (-1.759, 0.819, -4.452)
O (6.444, 2.586, 3.517)
O (1.026, -6.973, -2.682)
O (-3.373, -2.983, -4.249)
O (4.457, 3.671, 3.381)
O (2.517, 2.772, -3.035)
O (0.202, -5.829, -0.928)
O (-1.999, -4.333, -5.453)
O (-6.720, 7.128, 3.744)
O (-1.086, -3.898, 3.984)
O (1.818, -4.920, -2.053)
O (0.764, 3.855, -3.850)
O (-5.144, 5.699, 3.224)
O (-0.888, -4.969, 5.798)
O (-7.050, 5.595, 2.026)
O (0.008, -2.931, 5.689)
O (0.498, 2.780, -1.973)
O (-1.334, -3.684, -3.469)
O (4.937, 1.749, 2.316)
C (-2.025, -2.513, 2.379)
C (-1.534, -6.661, 0.509)
C (-4.496, 4.736, 2.334)
C (-0.655, -6.913, -0.669)
C (-6.377, 6.148, 2.875)
C (-1.594, -2.859, -2.346)
C (2.694, -5.066, -3.199)
C (3.018, 1.891, -2.025)
C (1.009, -5.966, -1.939)
C (5.228, 2.770, 3.103)
C (-0.767, -2.695, 3.182)
C (0.100, 0.762, 0.570)
C (-2.782, -4.128, -6.651)
C (1.607, 4.454, -4.878)
C (-2.606, 2.279, -3.657)
C (4.162, -1.935, 2.963)
C (2.379, 5.617, -4.252)
C (7.040, 3.662, 4.319)
C (-0.114, -0.107, -0.611)
C (3.903, -2.193, 1.499)
C (-3.034, 4.967, 2.389)
C (-7.847, 7.909, 3.292)
C (-2.365, -3.604, -4.383)
C (-2.245, -2.931, -7.421)
C (7.429, 4.920, 3.547)
C (-3.950, 1.902, -3.050)
C (3.550, 1.509, 2.096)
C (-0.591, -4.934, 7.220)
C (1.228, 3.098, -2.891)
C (-0.578, -3.864, 5.180)
H (2.905, -1.809, 1.206)
H (-2.798, 6.036, 2.448)
H (-2.516, 4.490, 3.174)
H (-1.941, 2.741, -2.923)
H (-0.952, -6.433, 1.404)
H (-0.823, -3.241, -1.660)
H (2.325, -5.662, -4.045)
H (-2.583, -3.096, -1.962)
H (7.915, 3.180, 4.727)
H (-8.302, 7.417, 2.406)
H (7.753, 5.694, 4.209)
H (-1.217, -3.135, -7.765)
H (0.107, -7.710, -0.619)
H (6.580, 5.288, 2.939)
H (-2.649, 4.595, 1.422)
H (3.143, 2.375, 1.487)
H (3.668, -5.532, -2.991)
H (2.868, 2.366, -1.072)
H (4.139, 1.923, -2.069)
H (3.556, 0.610, 1.559)
H (-4.513, 2.783, -2.841)
H (-2.955, -2.544, 2.958)
H (-1.272, -7.045, -1.569)
H (-2.019, -1.559, 1.896)
H (2.141, 3.720, -5.443)
H (-7.514, 8.875, 2.970)
H (-0.543, -1.852, 3.854)
H (2.923, -4.035, -3.494)
H (3.185, 5.321, -3.616)
H (-1.104, -5.775, 7.656)
H (-2.895, -2.717, -8.257)
H (-0.789, 1.347, 0.858)
H (-0.799, -0.879, -0.407)
H (4.644, -1.733, 0.906)
H (-2.214, -7.560, 0.568)
H (3.009, 1.390, 3.019)
H (-4.844, 3.731, 2.636)
H (-2.152, -3.285, 1.648)
H (-8.615, 8.031, 4.065)
H (0.846, 1.528, 0.433)
H (-0.995, -4.037, 7.685)
H (-0.466, 0.488, -1.468)
H (-4.536, 1.351, -3.760)
H (4.986, -2.502, 3.387)
H (-2.041, -5.751, 0.280)
H (4.355, -0.859, 3.091)
H (8.245, 4.709, 2.921)
H (0.133, -2.985, 2.557)
H (6.387, 3.924, 5.171)
H (2.701, 6.266, -5.051)
H (-3.811, -3.987, -6.383)
H (0.479, -5.015, 7.377)
H (-2.728, -5.098, -7.121)
H (0.833, 4.854, -5.537)
H (1.707, 6.182, -3.582)
H (-2.813, 2.994, -4.494)
H (-1.354, -1.793, -2.602)
H (-4.878, 4.935, 1.335)
H (-2.201, -2.126, -6.718)
H (2.563, 0.903, -1.979)

Cartesian forces, eV/Å:
0.27 -0.02 0.01
0.46 -0.30 0.18
-0.46 0.39 -0.48
-0.13 0.08 0.55
0.26 0.93 -0.70
-0.55 1.13 0.81
1.81 1.17 0.86
0.01 2.33 1.70
-0.44 0.29 0.08
0.78 -0.55 -0.05
-0.29 -0.38 -0.22
-0.02 2.41 0.80
-0.12 0.42 0.46
-0.30 -0.09 -1.11
0.42 0.74 -1.29
0.35 -0.75 -0.97
-0.09 0.22 -0.93
-0.43 0.75 -0.09
-0.21 -1.22 1.59
0.33 1.39 0.55
0.19 -0.19 -0.08
0.66 -0.27 -0.25
-1.68 -0.02 -1.81
-0.03 -0.70 -0.07
-0.42 0.25 0.08
0.41 -0.86 0.00
-1.75 0.25 0.40
0.72 -1.41 -1.18
0.59 -2.09 0.53
1.52 -0.09 0.61
1.07 0.82 -0.59
1.67 0.73 0.88
0.30 -2.91 -2.18
-1.80 0.87 0.04
0.04 -1.20 -0.16
0.47 0.69 1.11
0.26 -0.17 0.37
-1.20 1.03 0.96
-0.20 -0.24 -0.59
-0.21 0.32 -0.22
-1.00 -0.14 -0.06
-0.37 0.18 0.49
-0.02 0.80 -1.13
-1.53 -0.36 0.33
0.51 0.50 -1.54
-0.83 -0.75 -0.73
2.01 -0.76 -0.04
0.63 -1.38 0.09
-1.70 -0.65 -0.22
0.58 -1.23 -0.18
0.03 2.33 -0.72
-0.22 -0.08 -0.37
-0.36 -0.20 0.79
0.32 1.33 0.87
0.71 0.06 0.26
-0.20 -0.16 -0.12
0.44 -0.68 1.01
0.16 -0.31 -0.27
-0.16 -0.56 0.17
-0.35 0.50 0.25
-0.63 0.49 0.57
-0.06 0.65 0.08
0.27 -0.10 0.09
0.19 0.21 0.69
-0.01 0.45 0.64
-0.45 0.11 -0.01
-1.19 -0.59 0.40
0.44 -0.12 0.40
0.22 0.12 0.49
0.13 -1.14 0.75
-0.42 0.02 0.77
-0.55 0.16 0.61
-1.07 -0.51 -0.69
-0.39 -1.16 -0.92
-0.20 0.66 0.71
0.44 0.06 0.40
0.16 -0.32 0.21
0.08 0.66 -0.56
0.67 -0.48 0.08
0.42 0.56 0.05
-0.05 -0.55 -0.36
-0.23 -0.30 -0.08
0.76 -0.39 0.05
-0.06 -0.43 -0.08
-0.07 0.25 -0.21
0.02 -0.78 -0.08
-1.04 -0.82 0.32
0.99 0.34 -0.80
0.58 1.22 0.43
-0.18 0.11 0.36
0.37 0.38 -0.16
0.16 -0.46 -0.59
0.50 -0.29 0.05
0.41 0.05 -0.45
0.20 0.14 -0.21
-0.01 -0.08 0.45
-0.15 -0.33 -0.41
0.09 -0.04 -0.20
-1.02 0.52 -0.05
-0.10 -0.42 0.13
1.08 -0.31 -1.11
-1.07 0.61 0.72
-0.04 -0.31 -0.57
0.39 0.32 -0.10
-0.55 0.25 0.27
0.07 0.12 0.04
0.23 -0.05 -0.62
0.24 0.05 -0.07
0.02 -0.16 -0.54
0.29 -0.65 0.73
-0.78 -0.85 0.36
-0.04 -0.11 -0.04
-0.13 0.81 0.17
0.20 0.23 -0.58

Results
- Multiplicity: 1
- Total energy: -144072.675 eV
- Lowest unoccupied orbital energy: 0.37 eV
- SMILES: CCOC(=O)OC.CCOC(=O)OC.CCOC(=O)OC.CCOC(=O)OC.CCOC(=O)OC.CCOC(=O)OC.ClCCCl.ClCCCl.ClCCCl
- Net charge: 0
- Strongest force on any atom: 3.65 eV/Å

Results of the Mulliken charge analysis, in e, for atoms 1 through 6:
1 Cl -0.173
2 Cl -0.279
3 Cl -0.152
4 Cl -0.075
5 Cl -0.179
6 Cl -0.170

=====

Entry 2:
Here is C3H7N3O in the gas phase from the OMol25 dataset. Energies are from ωB97M-V with the def2-TZVPD basis set.

Positions of all 14 atoms, in Å:
O (1.255, -2.115, -0.523)
N (-0.318, -0.335, -0.100)
N (-0.234, 1.301, 1.680)
N (1.652, 0.019, 0.455)
C (0.311, 1.012, 0.542)
C (1.032, -1.013, -0.087)
C (-1.014, -0.318, -1.385)
H (0.466, 1.726, -0.280)
H (2.593, 0.004, 0.825)
H (-0.299, 2.303, 1.821)
H (-1.202, -1.345, -1.709)
H (-1.941, 0.248, -1.278)
H (-0.363, 0.163, -2.119)
H (-0.908, -0.660, 0.671)

Cartesian forces, eV/Å:
-0.06 0.50 0.27
-0.17 -0.05 0.03
0.12 0.11 0.00
0.17 -0.16 0.11
0.03 -0.06 -0.22
0.10 -0.18 -0.07
-0.03 0.06 -0.13
-0.01 -0.13 0.19
-0.12 0.06 -0.07
0.00 -0.11 -0.03
-0.05 0.17 0.08
0.08 -0.13 -0.09
-0.11 -0.03 0.07
0.06 -0.06 -0.13

Results
- Multiplicity: 1
- Total energy: -9740.321 eV
- Lowest unoccupied orbital energy: 0.78 eV
- Relative energy (zero: lowest compared OMol25 entry of this formula, charge and spin): 62.5 kcal/mol
- Net charge: 0
- Strongest force on any atom: 0.58 eV/Å

Results of the natural (NBO) charge analysis, in e, for atoms 1 through 6:
1 O -0.596
2 N -0.483
3 N -0.918
4 N -0.691
5 C 0.311
6 C 0.769